Entry 1:
8
Properties=species:S:1:pos:R:3:nbo_charge:R:1 method="wB97M-V/def2-TZVPD" energy_ev=-11985.992 charge=0 gap_ev=11.4223 e_above_lowest_kcal_mol=5.0 smiles="O=C1OC(=O)C1F" e_homo_ev=-11.08
C -1.091 -0.403 0.191 0.76
C 0.453 0.367 -0.923 0.74
C 0.509 -0.028 0.557 0.01
O -2.060 -0.730 0.758 -0.48
O 1.141 0.926 -1.692 -0.46
O -0.841 -0.146 -1.127 -0.48
F 0.785 0.932 1.461 -0.30
H 1.104 -0.917 0.776 0.21

Entry 2:
8
Properties=species:S:1:pos:R:3:nbo_charge:R:1 method="wB97M-V/def2-TZVPD" energy_ev=-11984.839 charge=0 gap_ev=9.2490 e_above_lowest_kcal_mol=31.6 smiles="O=C=CF.O=C=O" e_homo_ev=-9.91
C -0.775 -0.119 -1.170 0.96
C 1.119 0.571 0.574 0.70
C 0.101 -0.286 0.746 -0.14
O -1.608 0.636 -0.891 -0.52
O 2.040 1.150 0.220 -0.37
O -0.155 -0.906 -1.760 -0.55
F -0.987 0.205 1.410 -0.31
H 0.264 -1.251 0.871 0.22